No. 1
C6H8OS in the gas phase, computed with the ωB97M-V functional and the def2-TZVPD basis.

XYZ file:
```
16
Properties=species:S:1:pos:R:3
C 0.19 -0.40 -1.96
C -1.43 -1.03 2.14
H 0.33 0.84 1.28
C 1.83 1.20 -0.91
S -2.52 0.35 1.75
H -1.94 -1.99 2.27
H 0.82 -0.21 -2.86
H 1.66 1.96 -1.70
H -1.67 -1.12 -0.04
C -1.26 -0.52 0.75
C 0.61 0.34 -0.73
C -0.05 0.27 0.44
H -0.64 -0.81 2.85
O -0.73 -1.19 -2.05
H 2.10 1.72 0.02
H 2.71 0.59 -1.24
```

Results
Structure (SMILES)   C/C(C=O)=C/[C@H]1CS1
F_max   0.017 hartree/bohr
HOMO energy   -8.89 eV
Kohn-Sham gap   8.9 eV
Multiplicity   1
LUMO energy   -0.02 eV

Löwdin population analysis, charges in e, atoms 1 to 5: C -0.207; C -0.435; H 0.114; C -0.075; S 0.819

No. 2
A molecular structure, C21H21F6IN7O7S4TaTe4 at a distorted geometry, computed with the ωB97M-V functional and the def2-TZVPD basis.

XYZ file:
```
72
Properties=species:S:1:pos:R:3
S -3.00 0.67 0.09
F -3.15 -1.09 -2.65
C 2.93 -2.63 -3.71
H -1.13 6.76 -1.48
H -2.68 4.23 1.22
O 1.19 -1.28 -5.20
H -2.02 5.80 1.72
C 2.08 0.37 -0.44
N 0.54 -2.04 -2.87
C -3.30 -0.95 0.70
N 0.61 -3.01 1.50
H -1.18 5.09 -2.91
C 2.02 -4.64 0.87
C -1.79 4.86 1.22
C 3.97 1.60 0.11
F 3.25 -2.80 -2.43
C -2.03 -1.43 -3.28
H 2.76 3.99 2.04
H -2.26 -5.76 3.32
N 1.43 -3.33 2.50
H -1.42 7.19 0.20
H 1.38 -2.79 3.35
H -5.43 -4.83 0.58
C -3.88 -5.43 1.94
I 2.96 -6.05 -0.29
C 1.79 2.61 0.22
H 4.12 -0.32 -0.82
C -1.15 4.11 -0.97
S -0.54 -1.23 -2.18
Te 1.09 0.16 2.64
H -4.23 -6.45 2.01
Ta -0.49 -0.02 0.19
Te -1.56 1.34 2.23
H 0.48 -3.74 -0.46
O 1.15 3.62 0.39
C -2.75 -5.04 2.68
N 3.16 2.60 0.54
Te 1.19 1.37 5.10
F -2.12 -2.69 -3.68
C -4.04 -3.24 1.05
C 0.96 -3.80 0.50
O 1.49 -0.76 -0.32
H 4.23 4.34 1.10
H 0.43 4.90 -2.21
N -2.49 -1.53 1.54
H 4.21 3.01 2.30
C 3.63 3.55 1.55
C -0.54 4.42 -2.32
O -0.53 0.26 -2.01
N 1.26 1.42 -0.28
H -0.42 3.48 -2.85
Te -1.19 2.69 5.07
F -1.86 -0.64 -4.34
C -2.90 -2.85 1.75
H 3.04 -4.66 2.87
C 2.30 -4.30 2.18
H -1.42 -3.42 3.18
O -1.04 -1.83 -0.89
F 4.00 -2.22 -4.38
O 2.20 -0.15 -3.25
S -4.61 -1.90 0.09
C 3.49 0.50 -0.49
H 5.03 1.74 0.31
C -2.26 -3.75 2.60
O -1.41 2.95 -0.68
H 0.17 6.59 -0.29
N -1.37 5.15 -0.14
H -1.00 4.35 1.77
S 1.64 -1.31 -3.86
C -4.54 -4.53 1.13
C -0.91 6.49 -0.45
F 2.49 -3.77 -4.21
```

Results
F_max   0.069 hartree/bohr
HOMO energy (spin up / spin down)   -6.39 / -6.39 eV
Kohn-Sham gap (spin up / spin down)   4.7 / 4.7 eV
Multiplicity   1
LUMO energy (spin up / spin down)   -1.70 / -1.70 eV

Löwdin population analysis, charges in e, atoms 1 to 5: S 0.483; F 0.131; C -0.693; H 0.081; H 0.076